one) Here is a 9-piece molecular cluster, H18O9 overall from the Open Molecules 2025 dataset. Energies are from ωB97M-V with the def2-TZVPD basis set.

The structure (SMILES) is O.O.O.O.O.O.O.O.O. The gap between HOMO and LUMO comes out at 9.467 eV.

ORCA input file:
```
! wB97M-V def2-TZVPD RIJCOSX def2/J DEFGRID3
* xyz 0 1
O -0.254 0.250 -0.554
H -0.500 0.316 0.376
H -0.834 -0.437 -0.901
O 2.972 -1.786 0.969
H 3.355 -1.279 1.694
H 2.972 -1.171 0.227
O -0.706 -1.638 0.194
H -1.190 -1.175 0.886
H -1.387 -1.894 -0.438
O -4.173 -0.930 0.617
H -3.495 -0.250 0.708
H -4.981 -0.434 0.447
O -0.350 3.015 -1.592
H 0.191 2.371 -2.062
H 0.012 3.867 -1.863
O 3.096 3.007 0.471
H 4.052 2.947 0.358
H 2.987 3.401 1.344
O 2.869 -2.706 -1.825
H 2.821 -3.141 -2.684
H 2.226 -3.181 -1.286
O -2.826 0.270 -1.740
H -2.037 0.314 -2.291
H -2.750 -0.577 -1.288
O -0.647 0.334 3.021
H 0.039 0.161 3.676
H -1.463 0.346 3.534
*
```

Atomic partial charges in e from the Löwdin method, atoms 1 to 8: -0.09 0.03 -0.02 -0.06 0.03 0.03 -0.06 0.04

=====

two) Here is a 9-piece molecular cluster, H18O9 overall from the Open Molecules 2025 dataset. Energies are from ωB97M-V with the def2-TZVPD basis set.

The structure (SMILES) is O.O.O.O.O.O.O.O.O. The gap between HOMO and LUMO comes out at 10.491 eV.

ORCA input file:
```
! wB97M-V def2-TZVPD RIJCOSX def2/J DEFGRID3
* xyz 0 1
O 0.298 -0.640 -0.409
H -0.495 -1.189 -0.409
H 0.137 0.004 0.290
O -0.719 -2.947 2.409
H -1.121 -3.634 1.866
H -0.241 -2.399 1.776
O 0.590 -1.911 -4.692
H 0.308 -2.607 -4.088
H -0.235 -1.562 -5.049
O 1.621 1.258 5.270
H 1.495 1.286 4.314
H 2.315 1.907 5.433
O 1.386 0.658 1.295
H 1.247 -0.268 1.523
H 1.084 1.139 2.074
O 2.910 1.861 -1.127
H 3.108 1.581 -2.028
H 3.583 2.524 -0.935
O -1.379 1.105 -1.070
H -2.175 0.563 -1.122
H -1.182 1.143 -0.128
O -1.865 2.886 1.221
H -2.261 3.725 0.960
H -2.505 2.225 0.933
O -2.037 -2.441 -2.439
H -2.267 -2.678 -3.345
H -1.599 -1.587 -2.524
*
```

Atomic partial charges in e from the Löwdin method, atoms 1 to 8: -0.07 0.03 -0.02 -0.05 0.04 0.01 -0.06 0.02

=====

Name the most stable of them. two).

=====

one) Here is a 9-piece molecular cluster, H18O9 overall from the Open Molecules 2025 dataset. Energies are from ωB97M-V with the def2-TZVPD basis set.

The structure (SMILES) is O.O.O.O.O.O.O.O.O. The gap between HOMO and LUMO comes out at 10.221 eV.

ORCA input file:
```
! wB97M-V def2-TZVPD RIJCOSX def2/J DEFGRID3
* xyz 0 1
O -0.889 -3.651 -0.148
H -0.038 -3.979 -0.273
H -0.879 -2.887 -0.722
O 0.804 3.787 -1.411
H 0.946 2.853 -1.619
H 1.563 4.148 -1.809
O -3.097 -0.417 1.520
H -2.233 -0.213 1.199
H -3.105 -1.370 1.433
O -0.451 -1.659 -2.078
H -0.725 -1.054 -2.766
H 0.481 -1.678 -2.078
O -0.878 2.756 0.818
H -0.499 3.358 0.177
H -0.458 3.057 1.609
O 0.055 -1.170 2.812
H -0.436 -1.232 1.981
H -0.675 -0.938 3.379
O 2.186 -1.146 0.886
H 2.914 -1.164 1.539
H 1.980 -0.229 0.849
O -0.588 -0.057 0.216
H -0.579 0.850 -0.035
H -0.651 -0.499 -0.631
O 1.422 0.972 -1.714
H 2.037 0.681 -2.324
H 1.789 0.881 -0.808
*
```

Atomic partial charges in e from the Löwdin method, atoms 1 to 8: -0.02 0.00 -0.02 -0.04 0.00 0.02 -0.05 -0.04

=====

two) Here is a 9-piece molecular cluster, H18O9 overall from the Open Molecules 2025 dataset. Energies are from ωB97M-V with the def2-TZVPD basis set.

The structure (SMILES) is O.O.O.O.O.O.O.O.O. The gap between HOMO and LUMO comes out at 9.823 eV.

ORCA input file:
```
! wB97M-V def2-TZVPD RIJCOSX def2/J DEFGRID3
* xyz 0 1
O 1.733 -1.893 -1.674
H 1.047 -1.411 -1.177
H 1.528 -2.823 -1.517
O 1.678 2.349 0.022
H 1.365 1.535 -0.415
H 2.123 2.865 -0.665
O 0.470 -0.531 2.723
H 0.070 -1.356 2.386
H 0.219 -0.471 3.655
O 0.472 -2.983 1.141
H -0.054 -3.575 1.699
H -0.166 -2.565 0.521
O -1.956 0.698 -2.227
H -1.131 0.934 -2.686
H -2.496 0.271 -2.909
O 1.427 2.333 2.496
H 2.022 2.723 1.840
H 1.362 1.391 2.264
O -1.490 3.230 -0.793
H -1.861 2.560 -1.390
H -0.621 2.879 -0.530
O 0.215 0.099 -0.071
H -0.659 0.376 -0.393
H 0.266 0.444 0.837
O -1.476 -2.319 -0.968
H -2.014 -1.762 -1.547
H -2.074 -2.997 -0.620
*
```

Atomic partial charges in e from the Löwdin method, atoms 1 to 8: -0.07 -0.02 0.03 -0.07 0.02 0.07 -0.06 0.02

=====

Name the most stable of them. two).

=====

one) Here is a 9-piece molecular cluster, H18O9 overall from the Open Molecules 2025 dataset. Energies are from ωB97M-V with the def2-TZVPD basis set.

The structure (SMILES) is O.O.O.O.O.O.O.O.O. The gap between HOMO and LUMO comes out at 10.428 eV.

ORCA input file:
```
! wB97M-V def2-TZVPD RIJCOSX def2/J DEFGRID3
* xyz 0 1
O 5.735 -1.379 19.957
H 6.607 -1.755 20.105
H 5.117 -2.049 20.264
O 5.692 -4.977 15.866
H 4.974 -5.203 16.466
H 5.261 -4.802 15.027
O 4.577 -5.601 18.966
H 4.055 -5.630 18.157
H 4.229 -4.839 19.445
O 6.051 -4.784 22.075
H 6.479 -4.210 22.716
H 5.562 -4.190 21.500
O 6.057 -7.613 19.991
H 6.731 -6.937 19.885
H 5.243 -7.105 20.123
O 3.653 -3.285 20.433
H 2.855 -3.668 20.812
H 3.333 -2.635 19.797
O 2.569 -4.439 17.298
H 1.971 -4.882 16.688
H 2.097 -3.648 17.566
O 2.028 -7.529 18.360
H 2.490 -7.905 19.113
H 2.708 -7.469 17.678
O 4.590 -7.585 16.842
H 5.280 -7.592 17.520
H 4.815 -8.312 16.256
*
```

Atomic partial charges in e from the Löwdin method, atoms 1 to 8: -0.05 0.04 -0.02 -0.06 -0.02 0.03 -0.06 -0.02

=====

two) Here is a 9-piece molecular cluster, H18O9 overall from the Open Molecules 2025 dataset. Energies are from ωB97M-V with the def2-TZVPD basis set.

The structure (SMILES) is O.O.O.O.O.O.O.O.O. The gap between HOMO and LUMO comes out at 9.766 eV.

ORCA input file:
```
! wB97M-V def2-TZVPD RIJCOSX def2/J DEFGRID3
* xyz 0 1
O -0.605 1.309 -0.027
H -0.241 0.424 -0.141
H 0.163 1.854 0.177
O 3.245 -0.281 -1.633
H 3.158 -0.275 -2.593
H 3.134 -1.208 -1.394
O -0.611 -3.272 -1.603
H -1.076 -3.758 -2.294
H 0.321 -3.404 -1.810
O -0.676 4.551 -1.265
H 0.219 4.207 -1.169
H -1.235 3.855 -0.902
O 0.294 -2.606 0.685
H 1.113 -2.110 0.579
H -0.259 -2.032 1.226
O 2.540 0.259 0.084
H 2.139 0.066 0.938
H 3.467 0.019 0.200
O 2.946 0.566 2.240
H 3.209 0.678 3.160
H 2.396 1.336 2.057
O -2.748 -0.247 1.485
H -3.635 -0.298 1.858
H -2.264 -0.950 1.933
O -4.499 -0.139 -0.214
H -4.858 0.700 -0.524
H -4.842 -0.223 0.683
*
```

Atomic partial charges in e from the Löwdin method, atoms 1 to 8: -0.05 0.03 0.02 -0.09 0.06 0.06 -0.07 0.04

=====

three) Here is a 9-piece molecular cluster, H18O9 overall from the Open Molecules 2025 dataset. Energies are from ωB97M-V with the def2-TZVPD basis set.

The structure (SMILES) is O.O.O.O.O.O.O.O.O. The gap between HOMO and LUMO comes out at 9.560 eV.

ORCA input file:
```
! wB97M-V def2-TZVPD RIJCOSX def2/J DEFGRID3
* xyz 0 1
O 0.743 -0.419 1.614
H 1.728 -0.210 2.003
H 1.000 -0.907 0.931
O 1.409 2.824 -1.711
H 1.503 2.922 -0.771
H 1.398 1.930 -1.740
O 0.494 -3.765 -1.684
H 0.488 -3.784 -0.747
H 1.203 -4.390 -1.901
O -1.761 1.107 2.080
H -0.918 1.022 1.672
H -2.260 1.531 1.240
O -2.472 0.890 -0.507
H -2.375 1.657 -1.033
H -1.644 0.401 -0.656
O 3.703 -1.471 -0.011
H 3.067 -1.361 -0.700
H 4.097 -0.574 0.163
O -1.232 2.382 -2.075
H -1.683 2.068 -2.843
H -0.278 2.053 -2.140
O -2.215 -0.761 4.087
H -1.908 -0.268 3.323
H -1.581 -1.236 4.539
O 0.915 -0.649 -1.495
H 0.841 -1.627 -1.368
H 0.647 -0.339 -2.360
*
```

Atomic partial charges in e from the Löwdin method, atoms 1 to 8: -0.04 0.15 -0.10 0.02 0.07 -0.05 -0.03 0.02

=====

Name the most stable of them. one).

=====

one) Here is C3H10N3S as an isolated structure from the Open Molecules 2025 dataset. Energies are from ωB97M-V with the def2-TZVPD basis set.

The gap between HOMO and LUMO comes out at 9.390 eV.

ORCA input file:
```
! wB97M-V def2-TZVPD RIJCOSX def2/J DEFGRID3
* xyz 1 1
C -0.260 -0.055 -0.469
C 1.797 1.227 0.317
C 1.228 0.000 -0.387
N -0.908 -0.629 -1.378
N -1.020 0.578 1.190
N -2.055 -1.267 -1.434
S 1.536 -1.594 0.643
H 2.767 1.362 -0.044
H 1.275 2.179 0.113
H 1.975 1.175 1.377
H 1.664 -0.110 -1.341
H -1.729 -0.064 1.558
H -0.168 0.471 1.747
H -2.744 -1.042 -0.742
H -1.250 1.461 0.982
H -2.372 -1.489 -2.434
H 0.265 -2.202 0.303
*
```

Atomic partial charges in e from the Löwdin method, atoms 1 to 8: -0.20 -0.12 -0.57 0.00 0.25 0.07 0.75 0.06

=====

two) Here is an isolated ion of composition C3H10N3S and charge +1 from the Open Molecules 2025 dataset. Energies are from ωB97M-V with the def2-TZVPD basis set.

The gap between HOMO and LUMO (alpha / beta) comes out at 8.125 / 8.125 eV.

ORCA input file:
```
! wB97M-V def2-TZVPD RIJCOSX def2/J DEFGRID3
* xyz 1 1
C -2.239 0.123 0.714
C 2.539 -0.504 -0.373
C -0.156 -0.863 -0.149
N 0.890 1.854 -0.002
N 0.223 1.681 0.902
N -1.517 -0.718 -0.311
S 0.917 0.077 -1.156
H -3.219 0.435 0.301
H -2.352 -0.374 1.633
H -1.602 0.980 0.659
H 3.304 0.213 -0.605
H 2.898 -1.449 -0.919
H 2.140 -0.722 0.635
H 0.295 -1.454 0.588
H 1.526 2.576 -0.197
H -2.073 -1.580 -0.407
H -1.576 -0.276 -1.313
*
```

Atomic partial charges in e from the Löwdin method, atoms 1 to 8: 0.01 -0.23 -0.48 -0.18 0.08 -0.11 0.97 0.12

=====

Name the most stable of them. one).

=====

one) Here is C3H10N3S as an isolated structure from the Open Molecules 2025 dataset. Energies are from ωB97M-V with the def2-TZVPD basis set.

The gap between HOMO and LUMO comes out at 10.392 eV.

ORCA input file:
```
! wB97M-V def2-TZVPD RIJCOSX def2/J DEFGRID3
* xyz 1 1
C 1.382 -0.132 -1.209
C -2.926 0.414 -0.540
C -0.553 -0.035 0.625
N 2.005 -0.013 1.169
N -0.528 0.878 1.393
N 1.224 -0.715 0.137
S -1.643 -0.893 -0.325
H 0.482 0.066 -1.766
H 1.904 -0.894 -1.771
H 1.981 0.796 -1.113
H -2.833 1.195 0.288
H -3.847 -0.210 -0.307
H -2.995 0.748 -1.575
H 1.247 -1.760 0.199
H 1.777 -0.659 1.920
H 0.248 1.321 1.826
H 3.074 -0.108 1.051
*
```

Atomic partial charges in e from the Löwdin method, atoms 1 to 8: -0.06 -0.31 -0.60 0.04 0.20 -0.19 0.96 0.06

=====

two) Here is a 2-piece molecular cluster, C3H10N3S overall from the Open Molecules 2025 dataset. Energies are from ωB97M-V with the def2-TZVPD basis set.

The gap between HOMO and LUMO comes out at 5.006 eV.

ORCA input file:
```
! wB97M-V def2-TZVPD RIJCOSX def2/J DEFGRID3
* xyz 1 1
C 0.600 1.277 -0.863
C -0.619 1.212 -1.755
C 0.673 0.182 0.143
N 0.064 -0.903 -0.053
N -1.382 2.455 0.381
N 0.558 -3.132 1.659
S -1.936 2.175 -1.064
H 1.446 1.279 -1.429
H 0.732 2.170 -0.433
H -0.474 1.446 -2.709
H -0.964 0.239 -1.736
H 1.379 0.448 0.852
H -2.041 2.876 1.031
H 1.525 -3.115 1.488
H -0.012 -1.762 0.503
H 0.189 -2.741 2.491
H 0.262 -4.106 1.495
*
```

Atomic partial charges in e from the Löwdin method, atoms 1 to 8: -0.23 -0.35 -0.22 0.14 -0.14 0.03 1.22 0.11

=====

Name the most stable of them. one).

=====

one) Here is an isolated ion of composition C3H10N3S and charge +1 from the Open Molecules 2025 dataset. Energies are from ωB97M-V with the def2-TZVPD basis set.

The structure (SMILES) is [H]/N=[N+](/C)[C@@H](N)SC. The gap between HOMO and LUMO comes out at 7.704 eV.

ORCA input file:
```
! wB97M-V def2-TZVPD RIJCOSX def2/J DEFGRID3
* xyz 1 1
H 2.308 -1.321 0.980
N 2.371 -0.282 0.863
N 1.368 0.304 0.422
C 1.444 1.765 0.298
C 0.152 -0.293 -0.210
N 0.449 -1.511 -0.841
S -1.119 -0.339 1.112
C -2.711 -0.407 0.212
H 0.583 2.309 0.791
H 1.333 1.984 -0.722
H 2.418 2.315 0.592
H -0.096 0.426 -1.023
H 0.750 -1.335 -1.779
H 0.051 -2.356 -0.731
H -3.316 -1.402 0.406
H -2.584 -0.213 -0.965
H -3.401 0.354 0.594
*
```

Atomic partial charges in e from the Löwdin method, atoms 1 to 8: 0.14 0.30 -0.21 0.00 -0.65 0.08 0.88 -0.39

=====

two) Here is an isolated ion of composition C3H10N3S and charge +1 from the Open Molecules 2025 dataset. Energies are from ωB97M-V with the def2-TZVPD basis set.

The gap between HOMO and LUMO comes out at 10.893 eV.

ORCA input file:
```
! wB97M-V def2-TZVPD RIJCOSX def2/J DEFGRID3
* xyz 1 1
C 0.464 1.348 0.426
C -0.821 1.345 -0.445
C 0.375 0.106 1.282
N -1.032 -0.215 1.538
N -1.421 -1.230 -0.785
N 0.936 -1.174 0.509
S -1.907 0.095 0.331
H 1.163 1.569 -0.335
H 0.348 2.282 1.121
H -1.200 2.375 -0.434
H -0.462 1.136 -1.515
H 1.060 0.332 2.218
H -1.479 -1.029 -1.769
H -2.077 -2.008 -0.643
H 1.692 -0.908 -0.075
H 0.200 -1.339 -0.285
H 0.913 -1.886 1.186
*
```

Atomic partial charges in e from the Löwdin method, atoms 1 to 8: -0.19 -0.31 -0.36 -0.34 -0.20 0.20 1.03 0.10

=====

Name the most stable of them. two).